Record 1
{
  "formula": "C6H8OS",
  "method": "ωB97M-V/def2-TZVPD",
  "elements": ["C", "C", "C", "C", "C", "C", "H", "H", "H", "H", "H", "H", "H", "H", "O", "S"],
  "xyz": [[0.54, 0.39, -0.76], [-1.03, 0.80, 0.37], [-2.04, -0.24, 1.12], [-1.12, -1.06, 1.95], [0.31, -1.06, 1.16], [0.36, 0.33, 0.57], [-1.08, 1.84, 0.51], [-2.52, -0.87, 0.24], [-2.91, 0.34, 1.44], [-0.93, -0.69, 3.06], [-1.47, -2.06, 2.24], [1.18, -1.17, 1.77], [0.45, -1.90, 0.35], [1.12, 1.16, 0.94], [-0.76, 0.81, -1.05], [1.88, 0.12, -1.79]],
  "charge": 0,
  "lumo_energy_ha": 0.012,
  "homo_lumo_gap_ha": 0.330
}

Record 2
{
  "formula": "CH10N3O2",
  "method": "ωB97M-V/def2-TZVPD",
  "elements": ["N", "C", "N", "N", "H", "H", "H", "H", "H", "H", "H", "H", "O", "H", "H", "O"],
  "xyz": [[-0.03, -1.13, -0.79], [-0.28, -0.04, -1.45], [-0.46, 1.15, -0.85], [-0.59, -0.19, -2.72], [-0.29, -1.09, 0.13], [0.00, -2.05, -1.19], [-0.44, 2.12, -1.33], [-0.30, 1.18, 0.11], [-0.68, -1.09, -3.23], [-0.59, 0.54, -3.42], [-0.14, 0.54, 2.28], [-1.58, 1.03, 2.04], [-0.77, 0.72, 1.64], [2.49, 0.04, 2.63], [1.98, -1.25, 3.30], [1.66, -0.48, 2.85]],
  "charge": 1,
  "lumo_energy_ha": -0.104,
  "homo_lumo_gap_ha": 0.444
}

Record 3
{
  "formula": "C52H34Cl3F4N9O2P2Sn",
  "method": "ωB97M-V/def2-TZVPD",
  "elements": ["Sn", "C", "P", "C", "C", "C", "C", "C", "C", "C", "C", "C", "C", "C", "C", "C", "C", "C", "C", "C", "P", "C", "C", "C", "C", "C", "C", "C", "C", "C", "C", "C", "C", "N", "H", "H", "H", "H", "H", "H", "H", "H", "H", "H", "H", "H", "H", "H", "H", "H", "H", "H", "H", "H", "H", "H", "H", "H", "H", "H", "N", "C", "Cl", "C", "Cl", "Cl", "C", "N", "O", "C", "N", "C", "O", "C", "C", "C", "C", "N", "C", "H", "H", "H", "H", "H", "H", "H", "H", "F", "C", "C", "F", "C", "C", "C", "F", "C", "C", "C", "N", "C", "N", "F", "C", "C", "N", "C", "N"],
  "xyz": [[-0.14, -0.07, 1.29], [-2.13, 2.56, 2.01], [-0.47, 2.21, 2.76], [-0.70, 2.11, 4.55], [0.00, 2.92, 5.44], [-0.18, 2.76, 6.81], [-1.03, 1.77, 7.29], [-1.70, 0.94, 6.40], [-1.53, 1.10, 5.04], [0.38, 3.77, 2.40], [-0.17, 4.97, 2.87], [0.39, 6.18, 2.51], [1.50, 6.21, 1.68], [2.06, 5.03, 1.22], [1.50, 3.81, 1.58], [-1.92, 2.47, 0.53], [-2.24, 3.37, -0.45], [-1.62, 2.95, -1.63], [-0.92, 1.78, -1.34], [0.01, 1.08, -2.27], [1.69, 0.80, -1.53], [2.87, 1.57, -2.69], [2.81, 2.96, -2.77], [3.59, 3.63, -3.70], [4.44, 2.91, -4.53], [4.52, 1.53, -4.43], [3.74, 0.85, -3.51], [2.16, -0.92, -1.51], [1.31, -2.12, -1.89], [1.77, -3.41, -1.29], [2.97, -3.54, -0.70], [3.84, -2.41, -0.58], [3.41, -1.16, -0.94], [-1.12, 1.47, -0.01], [-2.46, 3.55, 2.28], [-2.84, 1.83, 2.40], [0.68, 3.68, 5.08], [0.35, 3.40, 7.50], [-1.17, 1.64, 8.35], [-2.35, 0.16, 6.77], [-2.06, 0.46, 4.34], [-1.03, 4.95, 3.53], [-0.05, 7.10, 2.87], [1.94, 7.16, 1.40], [2.94, 5.06, 0.59], [1.93, 2.88, 1.23], [-2.86, 4.25, -0.33], [-1.66, 3.42, -2.60], [0.14, 1.67, -3.18], [-0.35, 0.08, -2.53], [2.15, 3.51, -2.11], [3.55, 4.71, -3.77], [5.05, 3.43, -5.26], [5.19, 0.98, -5.07], [3.80, -0.23, -3.45], [1.51, -2.23, -2.98], [1.10, -4.26, -1.36], [3.29, -4.50, -0.31], [4.81, -2.54, -0.12], [4.05, -0.30, -0.73], [-3.44, -2.19, -1.71], [-2.35, -2.44, -1.94], [3.33, 1.15, 6.48], [3.70, 0.03, 5.15], [5.04, 0.66, 4.17], [4.10, -1.58, 5.78], [2.53, -0.08, 4.29], [1.62, -0.16, 3.61], [-5.70, 0.40, 0.95], [-6.42, -0.62, 1.62], [-6.41, -0.33, 3.02], [-5.39, -0.56, 3.87], [-5.39, -0.20, 5.03], [-4.17, -1.31, 3.38], [-3.80, -2.50, 4.00], [-2.57, -3.06, 3.72], [-1.71, -2.38, 2.87], [-2.06, -1.24, 2.27], [-3.28, -0.73, 2.49], [-5.59, 0.15, 0.02], [-5.96, -1.60, 1.45], [-7.45, -0.65, 1.28], [-7.15, 0.25, 3.39], [-4.49, -2.97, 4.70], [-2.26, -3.99, 4.17], [-0.71, -2.74, 2.67], [-3.55, 0.16, 1.94], [0.12, -6.36, -4.18], [0.37, -5.25, -4.84], [1.07, -5.31, -6.00], [1.49, -6.48, -6.42], [1.40, -4.14, -6.77], [0.93, -2.89, -6.21], [0.24, -2.84, -5.05], [-0.22, -1.66, -4.63], [-0.06, -4.00, -4.26], [-0.71, -3.94, -3.05], [-0.96, -2.71, -2.24], [-0.11, -1.92, -1.70], [-1.16, -5.09, -2.34], [-1.49, -5.93, -1.63], [1.16, -1.76, -6.84], [2.09, -4.20, -7.95], [2.51, -3.04, -8.66], [2.91, -2.13, -9.25], [2.46, -5.41, -8.59], [2.76, -6.36, -9.17]],
  "charge": 2,
  "lumo_energy_ha": [-0.282, -0.282],
  "homo_lumo_gap_ha": [0.159, 0.159]
}

Record 4
{
  "formula": "C7H10",
  "method": "ωB97M-V/def2-TZVPD",
  "elements": ["C", "C", "C", "C", "C", "C", "C", "H", "H", "H", "H", "H", "H", "H", "H", "H", "H"],
  "xyz": [[2.04, -0.07, 0.08], [0.53, 0.03, 0.06], [-0.13, 1.44, 0.11], [-1.43, 1.15, 0.02], [-1.50, -0.34, 0.08], [-0.46, -0.50, -1.10], [-0.35, -0.80, 1.01], [2.50, 0.58, -0.68], [2.42, 0.26, 1.05], [2.39, -1.09, -0.09], [0.36, 2.41, 0.08], [-2.28, 1.68, -0.39], [-2.47, -0.86, 0.14], [-0.41, 0.10, -2.03], [-0.67, -1.60, -1.28], [-0.40, -0.51, 2.06], [-0.14, -1.87, 0.90]],
  "charge": 0,
  "lumo_energy_ha": 0.039,
  "smiles": "C[C@]12C=C[C@H](C1)C2",
  "homo_lumo_gap_ha": 0.344
}

Record 5
{
  "formula": "C41H35BaN4O2P",
  "method": "ωB97M-V/def2-TZVPD",
  "elements": ["Ba", "C", "O", "C", "N", "C", "C", "C", "C", "C", "C", "C", "C", "C", "C", "C", "C", "N", "C", "N", "C", "C", "O", "C", "C", "C", "C", "C", "C", "H", "H", "H", "H", "H", "H", "H", "H", "H", "H", "H", "H", "H", "H", "H", "H", "H", "H", "H", "N", "C", "C", "C", "C", "C", "C", "P", "C", "C", "C", "C", "C", "C", "C", "C", "C", "C", "C", "C", "H", "H", "H", "H", "H", "H", "H", "H", "H", "H", "H", "H", "H", "H", "H", "H"],
  "xyz": [[-0.56, 0.19, -0.66], [3.94, 1.90, 1.17], [2.97, 1.57, 2.22], [1.92, 1.05, 1.59], [1.95, 0.89, 0.32], [3.34, 1.27, -0.09], [3.43, 2.13, -1.32], [4.64, 2.76, -1.60], [4.82, 3.48, -2.77], [3.79, 3.58, -3.69], [2.57, 2.97, -3.42], [2.40, 2.26, -2.24], [0.80, 0.63, 2.49], [0.89, 0.70, 3.87], [-0.17, 0.23, 4.63], [-1.28, -0.32, 4.00], [-1.29, -0.35, 2.62], [-0.27, 0.12, 1.88], [-2.40, -1.00, 1.84], [-2.33, -1.29, 0.60], [-3.57, -2.01, 0.24], [-4.40, -1.92, 1.54], [-3.48, -1.33, 2.52], [-4.21, -1.42, -1.01], [-5.02, -2.22, -1.80], [-5.65, -1.69, -2.91], [-5.48, -0.35, -3.25], [-4.66, 0.46, -2.47], [-4.03, -0.09, -1.36], [4.89, 1.47, 1.49], [4.00, 2.98, 1.12], [3.85, 0.33, -0.31], [5.47, 2.68, -0.91], [5.77, 3.96, -2.97], [3.93, 4.13, -4.61], [1.75, 3.08, -4.12], [1.43, 1.80, -2.06], [1.77, 1.11, 4.34], [-0.13, 0.27, 5.71], [-2.12, -0.71, 4.56], [-3.30, -3.05, 0.03], [-4.70, -2.89, 1.94], [-5.26, -1.26, 1.47], [-5.16, -3.27, -1.55], [-6.29, -2.32, -3.52], [-5.98, 0.06, -4.11], [-4.52, 1.50, -2.72], [-3.42, 0.56, -0.74], [-0.77, 1.19, -3.48], [-1.70, 2.26, -3.84], [-2.18, 2.29, -5.14], [-3.05, 3.29, -5.54], [-3.42, 4.28, -4.65], [-2.95, 4.24, -3.35], [-2.09, 3.23, -2.92], [-1.68, 3.10, -1.15], [-2.98, 4.02, -0.28], [-2.86, 5.38, -0.01], [-3.88, 6.05, 0.65], [-5.03, 5.37, 1.04], [-5.15, 4.02, 0.77], [-4.13, 3.35, 0.12], [-0.21, 4.14, -0.91], [0.40, 4.13, 0.34], [1.50, 4.94, 0.59], [2.01, 5.75, -0.42], [1.40, 5.77, -1.66], [0.28, 4.98, -1.90], [0.18, 1.52, -3.66], [-0.91, 0.43, -4.14], [-1.87, 1.53, -5.84], [-3.42, 3.30, -6.56], [-4.09, 5.08, -4.95], [-3.27, 5.00, -2.64], [-1.97, 5.92, -0.29], [-3.77, 7.11, 0.86], [-5.82, 5.90, 1.54], [-6.04, 3.48, 1.07], [-4.25, 2.29, -0.08], [-0.01, 3.53, 1.15], [1.95, 4.95, 1.58], [2.86, 6.38, -0.22], [1.78, 6.42, -2.44], [-0.19, 5.00, -2.87]],
  "charge": 2,
  "lumo_energy_ha": -0.214,
  "homo_lumo_gap_ha": 0.275
}